# 1
Density functional theory data (wB97M-V/def2-TZVPD) for an isolated molecule of C25H25FN6O3.

```
60
Properties=species:S:1:pos:R:3:forces:R:3:lowdin_charge:R:1
H 0.08866 -2.84705 1.82712 0.023 0.336 -0.138 0.050
N -0.87185 -2.52244 1.79093 -0.005 -0.284 0.035 0.163
C -1.00485 -1.36395 1.28629 0.530 -0.544 0.210 -0.302
C 0.04075 -0.51364 0.70736 -0.025 0.436 -0.017 -0.041
C 1.42963 -1.05261 0.67750 -0.069 0.117 -0.277 -0.442
O 1.86429 -1.82583 1.51180 0.106 -0.123 0.223 0.060
N 2.16546 -0.64606 -0.38596 0.095 0.285 -0.311 0.064
C 3.56571 -0.96368 -0.52398 0.288 0.083 0.160 -0.155
C 4.44505 0.25081 -0.19628 -0.077 -0.279 0.008 -0.184
N 5.84998 -0.10456 -0.18583 -0.039 0.089 0.003 -0.178
C 6.42236 -0.19597 -1.51814 0.320 -0.145 0.031 -0.170
C 7.86390 -0.69380 -1.41018 -0.270 -0.084 -0.283 -0.199
O 8.64630 0.16196 -0.61295 0.099 0.113 -0.078 -0.133
C 8.08793 0.27484 0.67471 -0.224 0.202 0.280 -0.199
C 6.65411 0.80176 0.61721 0.322 -0.132 0.014 -0.172
C -0.25380 0.73083 0.25857 0.041 -0.400 0.173 0.056
C -1.58414 1.22136 0.28727 -0.342 -0.012 0.055 -0.057
C -1.89503 2.52132 -0.20677 0.355 -0.315 0.046 -0.357
O -1.12305 3.33287 -0.68036 -0.005 0.054 -0.005 0.069
N -3.29375 2.85318 -0.12059 -0.290 -0.366 0.195 0.105
C -3.68174 4.07464 -0.57349 -0.278 0.775 -0.283 -0.019
C -4.97711 4.47267 -0.53353 0.347 -0.034 -0.043 -0.048
C -5.94906 3.59194 -0.00918 0.131 -0.357 0.134 -0.046
C -5.56860 2.36893 0.44731 -0.216 0.387 -0.128 0.017
C -4.20852 1.96264 0.40394 0.167 0.051 -0.047 -0.227
N -3.88136 0.77832 0.85360 0.025 -0.380 0.296 0.191
C -2.59690 0.39269 0.79694 0.090 0.929 -0.350 -0.192
N -2.30204 -0.83370 1.26398 -0.222 0.192 0.017 0.044
C -3.38974 -1.65335 1.77738 -0.299 -0.265 0.213 -0.093
C -4.33193 -2.04357 0.67305 -0.063 -0.135 -0.014 -0.218
C -3.83602 -2.67490 -0.46210 -0.116 0.073 0.175 -0.019
C -4.67694 -3.02130 -1.50321 -0.251 -0.011 -0.144 -0.003
C -6.02448 -2.73159 -1.39102 0.114 0.040 0.090 -0.281
F -6.85418 -3.06049 -2.40578 0.043 0.015 0.055 0.050
C -6.54716 -2.11308 -0.27077 -0.071 -0.119 -0.192 -0.009
C -5.68968 -1.76896 0.75851 0.155 -0.183 -0.069 -0.046
H 1.77346 0.01436 -1.03745 -0.117 -0.165 0.074 0.132
H 3.75160 -1.31800 -1.54106 0.008 -0.042 0.088 0.115
H 3.78761 -1.76513 0.18310 0.019 0.070 -0.161 0.126
H 4.17440 0.59468 0.80525 -0.031 0.021 -0.055 0.125
H 4.23086 1.06993 -0.90779 0.009 0.020 0.086 0.126
H 5.84510 -0.90369 -2.11393 0.023 0.018 -0.068 0.116
H 6.41490 0.78650 -2.02555 -0.032 -0.061 0.004 0.131
H 8.33867 -0.71815 -2.39261 -0.067 -0.060 0.043 0.125
H 7.85896 -1.70577 -0.97826 0.006 0.053 -0.071 0.128
H 8.72985 0.96148 1.22907 -0.065 -0.066 0.030 0.125
H 8.08666 -0.70839 1.16807 0.010 0.085 0.005 0.127
H 6.24299 0.84019 1.62764 0.011 0.043 -0.001 0.124
H 6.66094 1.82251 0.19429 -0.012 -0.028 0.053 0.131
H 0.50092 1.40931 -0.11446 0.115 -0.016 -0.040 0.128
H -2.87307 4.68010 -0.95862 -0.029 -0.064 0.030 0.132
H -5.25601 5.44638 -0.89908 0.062 0.092 -0.050 0.108
H -6.98356 3.89598 0.02395 -0.115 -0.020 0.024 0.112
H -6.26613 1.65588 0.85303 -0.048 -0.081 0.040 0.115
H -3.92267 -1.08902 2.54470 0.056 -0.092 -0.023 0.127
H -2.90654 -2.53340 2.21169 -0.203 0.247 -0.010 0.111
H -2.78190 -2.90013 -0.52513 0.143 -0.032 -0.021 0.115
H -4.30525 -3.51057 -2.38968 0.012 -0.054 -0.097 0.117
H -7.60459 -1.90663 -0.21768 -0.113 0.012 -0.018 0.115
H -6.07942 -1.27867 1.63713 -0.031 0.107 0.105 0.111
```
Forces are in eV/Å.

As for the energy relative to the best compared isomer or geometry (same formula, charge and spin): 13.1 kcal/mol. The HOMO-LUMO gap is 7.44 eV. The SMILES is [H]/N=c1\c(C(=O)NCCN2CCOCC2)cc2c(=O)n3ccccc3nc2n1Cc1ccc(F)cc1. The value obtained for the LUMO energy is -0.624 eV. The HOMO energy comes out at -8.06 eV.

---

# 2
Density functional theory data (wB97M-V/def2-TZVPD) for a structure of composition C25H25IrN3SSe at a distorted geometry.

```
56
Properties=species:S:1:pos:R:3:forces:R:3:lowdin_charge:R:1
Ir 0.69971 -1.96787 1.03142 -0.170 0.620 -0.474 0.839
C -0.30285 -3.51312 5.01939 -0.062 -0.595 0.370 -0.097
C -1.45737 -2.81973 5.27013 -2.054 1.106 0.560 -0.064
C -1.94216 -1.90871 4.32104 0.269 -0.079 0.798 -0.036
C -1.23765 -1.62261 3.16052 0.200 0.067 0.462 -0.227
C -0.06680 -2.36300 2.85821 0.105 -1.088 1.087 -0.315
C 0.36363 -3.33208 3.83060 0.724 0.264 -1.913 -0.100
C -1.66743 -0.50234 2.30011 0.384 -0.345 0.797 -0.212
C -2.76678 0.34856 2.64111 0.207 -1.471 1.755 0.003
C -3.22993 1.14661 1.68369 -0.792 1.537 -0.517 -0.006
C -2.58747 1.24892 0.41555 1.034 -0.549 1.209 -0.143
C -3.01911 2.13454 -0.56012 0.543 0.815 -0.941 -0.023
C -2.27368 2.34418 -1.71108 0.058 -1.136 1.846 -0.039
C -1.11649 1.56407 -1.91605 -1.430 -1.095 1.826 -0.044
C -0.70127 0.61479 -0.98454 0.523 -0.203 -0.612 -0.026
C -1.35642 0.51522 0.27459 -1.294 1.641 -2.424 -0.247
N -0.93908 -0.32058 1.21226 0.082 -1.586 0.865 0.028
H -0.02263 -4.25287 5.75211 0.479 -0.106 -0.048 0.111
H -2.06782 -2.92716 6.21776 1.019 -0.126 -1.226 0.135
H -2.84581 -1.35958 4.54091 -0.050 -0.127 0.095 0.094
H 1.23313 -3.97464 3.55887 -0.721 0.630 0.438 0.108
H -3.25302 0.31967 3.67205 0.839 -0.027 -1.749 0.142
H -4.06122 1.79929 1.96281 0.094 -0.097 -0.543 0.134
H -3.89144 2.72541 -0.34144 -0.311 0.074 -0.142 0.117
H -2.59552 3.03939 -2.42983 -0.299 0.757 -0.853 0.095
H -0.76602 1.55471 -2.88833 1.351 0.083 -1.661 0.085
H 0.08283 -0.14942 -1.26446 -0.741 1.243 0.518 0.081
N -1.50013 -2.22769 -2.96970 -1.099 -0.398 1.343 0.132
C -1.28756 -2.51840 -1.66750 1.052 -0.056 0.030 -0.840
N -2.27908 -2.47100 -0.76670 -0.094 -0.152 -0.769 0.131
S 0.31630 -2.94622 -1.17105 -0.233 0.267 -0.047 0.574
H -2.47348 -2.21103 -3.23040 0.037 0.181 -0.517 0.118
H -0.81603 -2.35947 -3.69932 0.150 -0.063 0.411 0.118
H -3.24974 -2.44357 -1.05687 0.188 0.173 0.080 0.131
H -2.09015 -2.77532 0.18235 0.095 0.066 -0.293 0.095
C 2.65893 3.57918 -3.67237 1.103 -0.050 1.528 -0.031
C 2.57982 2.49545 -2.59344 0.502 1.137 0.919 -0.245
C 2.90932 1.19713 -2.88354 0.169 -1.659 -2.264 -0.033
C 2.97770 0.16227 -1.95714 0.154 0.047 0.235 -0.285
C 3.40883 -1.24955 -2.38945 2.017 0.848 0.187 -0.067
C 2.65386 0.54546 -0.65332 -0.203 -1.233 0.403 -0.541
Se 2.74312 -0.68116 0.79574 0.051 -0.744 0.668 0.814
C 2.23474 1.80240 -0.25016 0.011 1.431 -0.971 -0.333
C 1.81821 2.22095 1.13411 -0.273 1.021 1.510 -0.090
C 2.28126 2.80077 -1.24119 -0.486 -0.006 -0.356 0.008
H 1.84921 3.46030 -4.33969 -0.971 0.253 -0.793 0.062
H 3.59198 3.61340 -4.25225 -0.187 -0.634 0.203 0.090
H 2.67354 4.53703 -3.15568 -0.565 0.195 -0.208 0.076
H 3.08806 0.89638 -3.96423 -0.017 0.593 1.322 0.150
H 4.53605 -1.28837 -2.69386 -1.937 0.282 0.609 0.127
H 2.86074 -1.54021 -3.26093 -0.398 -0.208 -0.547 0.058
H 3.27571 -2.01392 -1.62463 -0.106 0.167 0.065 0.021
H 0.78636 2.05797 1.51688 0.355 -0.905 -0.841 0.081
H 1.77532 3.32829 1.19252 0.667 -0.456 -0.189 0.086
H 2.47323 1.86895 1.96661 -0.254 0.219 -0.778 0.073
H 1.99254 3.81836 -0.92205 0.286 -0.521 -0.465 0.127
```
Forces are in eV/Å.

As for the energy relative to the best compared isomer or geometry (same formula, charge and spin): 0.0 kcal/mol. The HOMO-LUMO gap (alpha / beta) is 7.01 / 6.17 eV. As for the spin multiplicity: 5. Its expectation value of S² is 6.028. The value obtained for the LUMO energy (alpha / beta) is -3.082 / -4.918 eV. The HOMO energy (alpha / beta) comes out at -10.09 / -11.09 eV. As for the net charge: +1.

---

# 3
Density functional theory data (wB97M-V/def2-TZVPD) for a structure of composition C25H25N3O3 at a distorted geometry.

```
56
Properties=species:S:1:pos:R:3:forces:R:3:lowdin_charge:R:1
O 0.78462 -0.72136 1.54280 -0.576 -0.486 -1.066 -0.058
C 1.60778 -0.67587 2.54481 0.150 0.458 0.617 -0.312
C 1.19704 -0.06365 3.79215 0.241 -0.591 -0.676 -0.101
N -0.21115 0.12630 3.96450 -2.793 0.751 0.202 -0.314
O -1.01981 -0.49971 3.24607 1.492 1.073 1.697 0.062
O -0.59300 0.93857 4.84203 0.689 -1.154 -1.155 0.016
C 2.06885 0.25561 4.83497 0.207 -0.066 -0.197 -0.013
C 3.42727 -0.05996 4.70409 -0.666 0.267 0.006 -0.102
C 3.81429 -0.82054 3.59644 -0.385 -0.041 0.116 -0.093
C 2.91498 -1.19032 2.59384 0.595 0.230 -0.228 -0.018
H 1.66249 0.74078 5.73158 0.190 -0.228 -0.517 0.120
H 4.13904 0.28116 5.46028 -0.227 -0.329 -0.285 0.099
H 4.84460 -1.14400 3.54143 0.031 -0.133 -0.129 0.098
H 3.22329 -1.85761 1.79435 0.124 0.256 -0.061 0.107
C -0.95596 6.09742 -1.03077 0.237 -0.256 0.241 -0.038
N -0.12284 5.13714 -0.33553 -0.373 0.316 -0.420 -0.146
C 0.76277 5.59530 0.71863 0.059 -0.129 0.119 -0.136
C 1.43780 4.30021 1.22241 0.597 0.566 0.690 -0.095
C 0.83402 3.21131 0.42219 -0.523 -0.523 -0.958 -0.156
C -0.08239 3.78024 -0.49206 -0.175 -0.789 -0.239 -0.173
C -0.75190 2.94078 -1.41202 0.376 0.801 0.325 -0.001
C -0.48082 1.57867 -1.37199 -0.081 -0.568 0.410 -0.046
C 0.36588 0.99818 -0.40131 -0.115 -0.100 -0.360 -0.183
C 0.61513 -0.46769 -0.30792 0.273 -0.162 0.074 0.038
C -0.36931 -1.47353 -0.79956 0.041 0.357 0.854 -0.182
C 0.08804 -2.79962 -0.93779 -0.098 -0.429 -1.097 0.035
C -0.63534 -3.71101 -1.68674 -0.423 1.136 0.198 -0.156
C -1.85132 -3.32670 -2.30117 0.081 0.299 0.272 -0.174
N -2.35640 -4.36231 -3.03770 -0.330 0.263 -0.542 -0.141
C -3.55322 -4.37472 -3.85567 0.022 0.039 0.278 -0.039
C -1.52769 -5.55305 -2.96854 0.119 0.035 0.309 -0.136
C -0.35045 -5.11842 -2.06460 0.439 -0.958 0.096 -0.099
C -2.38415 -2.04037 -2.07167 -0.111 -0.661 0.059 0.004
C -1.69587 -1.18404 -1.21733 0.639 0.401 -0.379 -0.023
C 1.08709 1.85712 0.44097 0.066 0.785 0.213 0.037
H -1.60602 5.57908 -1.74591 0.159 0.254 0.205 0.080
H -1.56618 6.64888 -0.29634 -0.008 -0.154 -0.284 0.090
H -0.32945 6.83595 -1.55895 -0.218 -0.229 0.012 0.090
H 1.49811 6.31827 0.33599 -0.165 -0.087 0.004 0.119
H 0.18663 6.09533 1.50985 0.077 -0.038 -0.088 0.120
H 2.51791 4.34304 1.06670 0.000 0.008 0.111 0.120
H 1.26043 4.15942 2.29017 0.086 -0.014 -0.012 0.122
H -1.45314 3.35525 -2.14009 0.312 -0.218 0.143 0.100
H -0.94177 0.92922 -2.11849 0.151 0.355 0.270 0.104
H 1.64694 -0.71760 -0.61493 -0.516 -0.167 0.685 0.146
H 1.05647 -3.09706 -0.54138 -0.083 0.177 0.020 0.130
H -3.83812 -3.35093 -4.13202 0.076 -0.328 0.014 0.083
H -3.37148 -4.96584 -4.76937 -0.011 0.323 0.268 0.090
H -4.39629 -4.84658 -3.32110 0.164 0.176 -0.155 0.093
H -2.09260 -6.38831 -2.52520 0.115 0.143 -0.142 0.122
H -1.19099 -5.86632 -3.96860 -0.124 0.110 0.170 0.120
H 0.59944 -5.21942 -2.59605 -0.019 0.002 0.131 0.119
H -0.30689 -5.74420 -1.17110 0.134 -0.084 -0.082 0.120
H -3.31854 -1.74931 -2.55880 0.214 -0.023 0.472 0.104
H -2.15026 -0.22108 -0.96934 0.247 -0.423 -0.094 0.116
H 1.86245 1.50789 1.12379 -0.385 -0.218 -0.114 0.131
```
Forces are in eV/Å.

As for the energy relative to the best compared isomer or geometry (same formula, charge and spin): 151.0 kcal/mol. The HOMO-LUMO gap is 7.25 eV. The value obtained for the LUMO energy is -0.001 eV. The HOMO energy comes out at -7.25 eV.

---

# 4
Density functional theory data (wB97M-V/def2-TZVPD) for a structure of composition C25H25N3O5S3Ta at a distorted geometry.

```
62
Properties=species:S:1:pos:R:3:forces:R:3:lowdin_charge:R:1
Ta -0.24729 0.22506 0.84267 -0.343 -0.333 -0.948 1.585
O -2.07417 1.48381 -0.33576 0.033 0.068 0.080 -0.211
C -2.88071 0.93697 -1.38714 0.013 -0.009 0.001 -0.160
C -3.14412 -0.51776 -1.08389 -0.029 -0.012 0.060 -0.137
N -1.87465 -1.21198 -0.82035 0.124 -0.050 0.075 -0.181
C -2.06986 -2.49756 -0.14620 0.015 0.082 0.017 -0.056
C -1.08894 -2.66187 1.00467 -0.003 -0.163 -0.036 -0.528
O -0.68394 -3.70319 1.41018 -0.006 0.003 0.020 0.169
O -0.76717 -1.47154 1.53867 0.053 0.111 0.327 -0.283
C -1.05648 -1.29604 -2.03440 0.018 0.010 0.071 -0.057
C -0.19039 -0.05327 -2.19605 -0.092 -0.190 -0.156 -0.556
O 0.06837 0.46184 -3.24128 0.061 0.017 0.015 0.153
O 0.27183 0.36924 -1.01996 0.161 0.398 0.067 -0.235
H -2.63288 1.68268 0.43507 0.006 0.025 -0.045 0.027
H -3.81378 1.49334 -1.46408 -0.018 0.007 -0.002 0.143
H -2.33570 1.07937 -2.31803 0.007 0.025 -0.009 0.126
H -3.75503 -0.58443 -0.18226 -0.008 -0.024 0.006 0.130
H -3.69211 -0.98944 -1.90731 -0.005 -0.002 -0.002 0.145
H -3.06069 -2.52859 0.31028 -0.022 -0.002 -0.027 0.143
H -1.98968 -3.35370 -0.81511 0.036 -0.006 -0.028 0.147
H -0.35681 -2.12606 -1.94175 -0.027 -0.010 -0.005 0.115
H -1.65161 -1.44852 -2.93610 -0.030 0.020 -0.017 0.151
S 1.80495 0.54381 2.08163 0.205 -0.010 0.199 0.672
C 2.44057 -0.89151 1.33627 0.045 -0.055 -0.009 -1.056
N 1.70440 -1.50815 0.46628 -0.043 -0.013 0.023 -0.039
C 2.35853 -2.64506 -0.01374 0.016 -0.028 -0.008 -0.276
C 1.86318 -3.58981 -0.91000 -0.041 -0.001 -0.018 -0.014
C 2.66099 -4.65483 -1.27379 -0.009 0.007 0.002 -0.060
C 3.94991 -4.80272 -0.75366 0.011 0.033 0.030 -0.066
C 4.45137 -3.88992 0.15248 0.018 -0.041 -0.022 -0.072
C 3.64286 -2.81931 0.51680 -0.026 0.060 0.026 -0.450
S 3.99647 -1.55293 1.65375 0.027 -0.013 0.016 1.101
H 0.85595 -3.51497 -1.29419 0.024 -0.005 0.007 0.090
H 2.27998 -5.39366 -1.96585 -0.003 0.009 0.006 0.112
H 4.55597 -5.64642 -1.05402 -0.005 0.007 0.002 0.113
H 5.44163 -4.00691 0.57214 -0.014 0.000 -0.009 0.116
C 1.18889 6.74258 0.59284 -0.008 -0.009 0.006 -0.024
C 0.83002 5.29047 0.65368 0.006 0.013 -0.023 -0.234
C 0.61974 4.53225 -0.49155 0.006 0.034 -0.009 0.014
C 0.28364 3.19882 -0.39183 0.003 -0.054 0.030 -0.095
N 0.14624 2.56775 0.78695 -0.066 0.058 0.017 -0.151
C 0.35326 3.29869 1.89817 0.006 -0.039 -0.017 -0.207
C 0.68722 4.63084 1.87229 0.011 0.049 0.020 0.006
H 1.35630 7.07123 -0.43036 0.000 -0.002 0.003 0.084
H 2.08923 6.93941 1.17564 -0.003 -0.006 -0.005 0.095
H 0.38736 7.34624 1.02235 0.004 -0.008 -0.006 0.097
H 0.71958 4.97228 -1.47480 -0.001 -0.002 0.011 0.126
H 0.13132 2.60869 -1.28170 0.000 0.002 0.011 0.106
H 0.24033 2.78541 2.84253 0.000 -0.004 0.002 0.060
H 0.83956 5.15229 2.80825 -0.003 -0.005 -0.012 0.130
S -1.78735 1.11435 2.49922 -0.045 0.108 0.223 0.723
C -2.34639 -0.23040 3.51891 -0.068 -0.011 -0.004 -0.619
C -1.46309 -0.87786 4.37309 -0.033 -0.032 0.053 -0.114
C -1.92438 -1.91045 5.17492 0.009 0.012 -0.008 -0.060
C -3.25966 -2.28951 5.13055 0.001 0.004 -0.008 -0.070
C -4.14036 -1.62986 4.28495 0.008 0.000 -0.006 -0.075
C -3.68716 -0.59591 3.47683 0.034 -0.022 0.007 -0.120
H -0.42192 -0.58200 4.40163 -0.012 -0.007 0.001 0.101
H -1.23636 -2.42045 5.83627 -0.011 0.002 -0.005 0.113
H -3.61433 -3.09484 5.75995 0.003 0.008 -0.008 0.110
H -5.18429 -1.91395 4.25658 0.009 0.001 0.004 0.109
H -4.37287 -0.06652 2.82614 0.003 -0.003 0.014 0.099
```
Forces are in eV/Å.

As for the energy relative to the best compared isomer or geometry (same formula, charge and spin): 16.6 kcal/mol. The HOMO-LUMO gap is 7.52 eV. The value obtained for the LUMO energy is -3.645 eV. The HOMO energy comes out at -11.16 eV. As for the net charge: +1.

---

- Which of these has the highest energy relative to the best compared isomer or geometry (same formula, charge and spin)?
  C25H25N3O3

---

- energy relative to the best compared isomer or geometry (same formula, charge and spin) of number 1 (C25H25FN6O3)?
  13.1 kcal/mol

---

- Which formula does entry 2 have?
  C25H25IrN3SSe